1.
Entry from the Open Molecules 2025 dataset: C14H26N2OS2Tm as an isolated structure (the ωB97M-V functional and the def2-TZVPD basis).

Geometry as XYZ:
```
46
Properties=species:S:1:pos:R:3:forces:R:3:mulliken_spin:R:1
Tm 0.190 -0.017 0.031 -0.15 -0.24 -0.45 2.029
S -0.830 2.419 -0.421 -0.55 0.19 -0.63 -0.003
S -0.711 -2.504 -0.269 -0.43 -0.02 -0.53 -0.005
O 1.968 -0.332 1.249 0.45 0.68 0.74 -0.003
N -0.507 0.035 2.151 -0.61 0.05 0.32 -0.006
N -0.219 -0.096 -2.361 -0.11 -0.02 0.03 -0.010
C -0.301 -2.551 -2.070 -0.10 -0.20 0.08 0.000
C 0.073 0.223 4.460 0.57 0.02 -0.20 0.000
C 5.239 0.192 -0.401 -0.18 0.03 -0.41 0.000
C -0.793 -1.372 -2.896 0.14 0.08 -0.10 0.000
C 5.199 0.150 -1.749 -0.22 -0.03 0.45 0.000
C -0.408 2.370 -2.223 -0.10 0.13 0.12 -0.001
C 1.878 0.143 2.676 0.23 -0.28 0.24 -0.002
C -1.280 0.196 4.801 0.41 0.07 0.06 0.000
C -1.838 0.011 2.465 0.95 0.02 0.83 0.001
C 0.427 0.123 3.125 -0.47 -0.06 -0.62 -0.002
C -2.242 0.077 3.791 -0.42 -0.03 -0.42 0.000
C -2.548 -2.532 -0.280 0.07 0.02 0.09 0.000
C -0.855 1.119 -2.966 0.15 -0.07 -0.09 0.001
C -2.673 2.360 -0.431 0.04 -0.02 0.17 0.000
H -0.462 -1.500 -3.939 -0.21 -0.11 0.26 0.000
H -2.858 -2.437 0.770 0.05 -0.20 -0.35 0.000
H 2.882 -0.256 0.889 -0.05 -0.09 0.46 0.000
H -3.310 0.039 4.021 0.39 0.04 0.03 0.000
H -3.036 3.299 -0.874 0.15 -0.31 0.18 0.000
H 2.474 -0.514 3.327 -0.12 0.06 -0.49 0.000
H -0.736 -3.486 -2.430 0.22 0.04 -0.11 0.000
H 0.687 2.484 -2.249 -0.28 0.12 -0.10 0.000
H -1.889 -1.298 -2.909 0.35 0.01 0.11 0.000
H 0.919 0.327 5.152 -0.77 -0.10 0.18 0.000
H -2.826 -3.515 -0.676 -0.08 0.27 0.18 0.000
H 0.796 -2.637 -2.110 -0.27 -0.14 -0.03 0.000
H 5.386 -0.723 0.194 -0.06 0.41 -0.31 0.000
H 5.246 1.152 0.139 0.09 -0.47 -0.30 0.000
H -1.947 0.994 -2.954 0.35 0.02 0.08 0.000
H -2.975 2.304 0.624 0.06 0.15 -0.35 0.000
H -0.863 3.261 -2.667 0.21 -0.07 0.02 0.000
H 0.757 -0.080 -2.678 -0.07 -0.01 -0.21 0.001
H -0.545 1.194 -4.021 -0.20 0.10 0.27 0.000
H -1.565 0.270 5.853 -0.03 -0.05 -0.36 0.000
H 5.162 1.066 -2.358 0.02 -0.46 0.38 0.000
H 2.292 1.153 2.745 -0.03 -0.09 -0.20 0.000
H -3.078 1.496 -0.974 0.23 0.27 0.11 0.000
H 5.248 -0.801 -2.301 0.07 0.50 0.35 0.000
H -3.004 -1.728 -0.875 0.27 -0.28 0.15 0.000
H -2.526 -0.076 1.620 0.04 0.05 0.37 0.000
```
Positions in Å, forces in eV/Å.

Summary:
- Kohn-Sham gap (spin up / spin down): 7.88 / 7.84 eV
- Net charge: +3
- LUMO level (spin up / spin down): -9.98 / -10.03 eV
- 2S+1: 3



2.
Entry from the Open Molecules 2025 dataset: C14H26N6O6Pd as an isolated structure (the ωB97M-V functional and the def2-TZVPD basis).

Geometry as XYZ:
```
53
Properties=species:S:1:pos:R:3:forces:R:3:mulliken_spin:R:1
Pd -0.009 -0.032 0.013 -1.16 -0.48 1.03 0.082
O 0.522 2.404 -1.285 1.04 -0.31 0.13 0.364
O -0.626 -2.041 2.081 1.45 -0.59 0.19 0.037
O -2.156 1.381 -1.548 0.61 0.91 -0.63 0.032
O 2.233 0.172 -3.407 0.14 -0.23 0.46 0.190
O -0.113 1.562 -4.114 0.33 -0.38 -0.06 0.005
O 1.980 -1.454 1.562 -0.16 0.78 -0.83 0.248
N -0.622 3.860 5.050 0.05 0.72 0.98 0.000
N -1.896 0.456 -0.591 0.58 -0.77 0.81 0.218
N 1.797 -0.505 0.724 0.97 -0.32 -0.46 0.168
N -1.163 -1.237 1.149 -0.94 0.72 -1.37 0.239
N -0.191 1.416 1.729 0.09 0.95 0.59 0.028
N 1.097 1.424 -0.773 -0.70 -0.66 -0.72 0.116
C -0.481 3.095 3.965 0.12 -0.81 -0.87 -0.006
C -3.443 -1.988 1.805 -0.07 -0.13 -0.05 0.003
C -2.484 -1.199 0.961 -0.04 1.18 -0.77 0.156
C 2.834 0.156 0.131 -1.24 -1.06 0.86 -0.095
C 4.213 -0.303 0.406 0.40 0.21 0.03 0.006
C -4.343 0.199 -0.273 -0.12 -0.24 -0.05 -0.012
C -1.395 1.907 2.077 0.31 0.19 0.63 -0.010
C -1.605 2.697 3.202 0.41 -0.27 -0.50 0.007
C 0.881 1.792 2.457 -0.81 0.46 0.54 -0.012
C 2.442 1.238 -0.676 -0.53 0.49 -1.00 0.069
C 0.184 -1.521 -1.427 1.05 1.11 -0.57 -0.035
C -2.914 -0.220 -0.043 0.85 -0.46 0.81 0.150
C 0.798 2.640 3.557 -0.30 -0.46 -0.64 0.002
C 3.332 2.193 -1.358 0.55 0.30 0.30 0.007
H -2.912 -2.446 2.653 -0.27 0.21 -0.34 0.004
H -0.503 0.698 -3.902 0.21 0.36 -0.13 0.000
H -4.697 0.840 0.558 0.16 -0.21 -0.30 0.010
H 4.369 1.916 -1.175 -0.05 0.11 -0.16 0.004
H 0.758 -0.942 -2.197 -0.30 -0.54 0.27 0.002
H -2.630 2.987 3.454 0.50 0.06 -0.01 0.001
H 1.843 1.398 2.154 -0.09 0.04 0.02 0.012
H -4.251 -1.335 2.179 0.34 -0.31 -0.11 0.002
H -3.906 -2.792 1.205 0.12 0.24 0.28 0.007
H -1.290 1.881 -1.665 -0.86 -0.52 0.02 0.003
H -1.526 4.178 5.349 0.08 0.00 -0.03 0.000
H 4.929 0.347 -0.098 -0.03 -0.20 0.13 0.002
H 0.845 1.326 -4.205 -0.53 -0.16 0.38 -0.002
H -2.229 1.658 1.427 0.19 -0.09 0.15 -0.004
H 2.724 -0.636 -3.647 -0.31 0.55 0.06 -0.011
H 1.719 2.905 4.079 -0.40 0.02 -0.01 0.001
H -0.795 -1.838 -1.778 0.01 -0.06 0.29 0.006
H 4.409 -0.292 1.484 -0.01 -0.07 -0.16 -0.004
H 3.139 2.176 -2.430 -0.14 -0.13 -0.04 0.002
H 3.180 3.204 -0.967 -0.10 -0.05 -0.08 0.005
H -5.000 -0.685 -0.299 0.19 0.36 -0.07 0.003
H 0.376 -1.934 1.901 -0.90 -0.31 0.62 -0.003
H -4.452 0.773 -1.210 0.11 -0.38 0.46 0.006
H 0.182 4.146 5.589 -0.23 -0.06 -0.12 0.000
H 4.358 -1.330 0.050 -0.11 0.15 0.08 -0.007
H 0.816 -2.300 -0.981 -0.47 0.13 -0.06 0.005
```
Positions in Å, forces in eV/Å.

Summary:
- Kohn-Sham gap (spin up / spin down): 5.18 / 4.68 eV
- LUMO level (spin up / spin down): -0.85 / -2.07 eV
- ΔE to the lowest compared entry with this formula, charge and spin: 21.01 kJ/mol
- 2S+1: 3



3.
Entry from the Open Molecules 2025 dataset: a 3-piece molecular cluster, C14H26NO7P overall (the ωB97M-V functional and the def2-TZVPD basis).

Geometry as XYZ:
```
49
Properties=species:S:1:pos:R:3:forces:R:3:nbo_charge:R:1
P -3.776 -2.047 3.459 1.79 -1.44 3.10 2.076
O 2.721 2.639 -0.931 -0.05 -0.12 -0.06 -0.543
O -5.284 -2.001 4.351 2.11 -1.94 -1.87 -0.940
O -5.379 -0.662 0.529 8.37 1.47 1.86 -0.485
O 0.199 -3.005 -1.364 -0.19 -0.06 0.10 -0.547
O -2.410 3.153 2.118 0.59 -8.18 -2.18 -0.490
O -3.759 -3.451 2.397 0.79 3.86 0.19 -0.940
O -2.857 -0.421 -1.657 -0.88 -0.01 4.06 -0.665
N -2.536 -2.152 4.528 -2.84 0.49 -1.56 -1.305
C 1.410 -2.279 -1.173 -0.05 0.15 -0.10 -0.065
C -2.144 1.327 0.196 -2.28 -3.15 -0.79 -0.349
C 1.006 -4.407 -3.221 0.13 -0.10 0.04 -0.645
C 3.527 3.713 -1.409 0.02 -0.06 0.05 -0.064
C -4.097 -0.385 0.822 -4.53 -0.73 -1.09 0.479
C 2.374 2.673 0.452 -0.04 0.16 -0.10 -0.064
C -2.995 0.175 -0.307 2.23 2.42 1.65 0.262
C 1.581 3.908 0.847 -0.08 0.08 -0.07 -0.645
C 1.495 -1.011 -2.008 -0.07 0.07 -0.04 -0.646
C -3.462 -0.512 2.366 1.55 3.69 -0.22 -0.486
C -0.062 -3.467 -2.688 0.10 0.01 0.07 -0.065
C 4.870 3.820 -0.708 0.10 -0.08 0.11 -0.645
C -2.363 1.868 1.765 -0.61 3.88 0.73 0.509
C -2.590 0.627 2.864 -2.47 -2.98 -2.37 -0.131
H 1.312 3.866 1.907 0.00 -0.02 -0.15 0.220
H 2.148 4.827 0.684 0.01 -0.03 0.08 0.205
H 2.426 -0.476 -1.796 -0.16 -0.03 0.01 0.226
H 0.648 -0.349 -1.786 0.17 -0.09 0.00 0.211
H -5.391 -2.931 4.758 0.29 1.98 -0.96 0.511
H 5.432 2.885 -0.813 -0.08 0.14 -0.03 0.212
H 1.983 -3.923 -3.287 -0.08 0.01 -0.09 0.206
H 1.761 1.787 0.643 0.12 -0.01 -0.25 0.182
H -3.063 -3.201 1.696 -1.40 -0.77 1.41 0.499
H -2.085 0.597 3.926 -1.24 0.13 -2.31 0.296
H -2.893 -2.133 5.509 0.33 -0.02 -1.13 0.384
H 2.973 4.656 -1.349 0.04 0.03 0.07 0.162
H 4.760 4.015 0.361 0.01 0.09 -0.07 0.204
H 0.737 -4.760 -4.222 0.01 0.05 0.13 0.217
H -3.074 -1.408 -1.559 0.31 2.08 -0.12 0.500
H 1.470 -1.225 -3.078 0.08 0.01 0.02 0.202
H 1.447 -2.004 -0.114 -0.20 -0.19 -0.09 0.187
H -0.211 -2.616 -3.361 0.08 0.00 -0.04 0.163
H 3.271 2.566 1.069 0.03 0.07 0.04 0.162
H 5.461 4.634 -1.139 -0.08 -0.11 0.03 0.217
H -1.017 -4.003 -2.651 0.12 0.13 0.21 0.181
H 2.272 -2.927 -1.352 0.03 0.00 -0.08 0.161
H 3.700 3.525 -2.475 -0.19 -0.15 0.20 0.188
H -1.311 1.793 -0.490 -1.97 -0.80 1.56 0.271
H 1.115 -5.275 -2.562 -0.06 0.11 -0.10 0.214
H 0.662 3.980 0.252 0.13 -0.03 0.14 0.212
```
Positions in Å, forces in eV/Å.

Summary:
- Kohn-Sham gap: 7.14 eV
- SMILES: N=P(O)(O)C1=CC(=O)C=C(O)C1=O.CCOCC.CCOCC
- LUMO level: -2.10 eV
- ΔE to the lowest compared entry with this formula, charge and spin: 653.11 kJ/mol
- 2S+1: 1



4.
Entry from the Open Molecules 2025 dataset: an isolated molecule of C14H26O3 (the ωB97M-V functional and the def2-TZVPD basis).

Geometry as XYZ:
```
43
Properties=species:S:1:pos:R:3:forces:R:3:nbo_charge:R:1
O 1.805 -2.344 4.203 0.33 -0.21 0.01 -0.709
O 1.832 -3.562 -1.954 0.60 1.65 1.88 -0.530
O 1.789 -2.913 0.259 -0.35 -0.39 -0.56 -0.532
C -2.265 1.856 -0.253 0.25 -0.29 -0.35 -0.400
C 1.236 1.959 -0.276 0.41 0.15 0.43 -0.393
C 1.354 -0.604 -0.286 0.43 -0.83 0.02 -0.227
C 2.041 -1.818 2.912 -0.15 0.48 -0.28 -0.062
C -1.865 1.525 -1.704 -0.35 0.01 0.45 -0.398
C 2.425 -1.259 -1.189 -0.90 -0.23 0.02 -0.514
C 1.828 0.692 0.369 -0.03 0.09 -0.52 -0.408
C -3.261 -0.587 -1.940 -0.39 0.18 -0.20 -0.608
C 2.011 -2.714 -1.098 0.00 -1.30 -1.12 0.804
C 0.920 -1.822 0.608 -0.61 0.53 -0.38 0.103
C 0.754 -1.651 2.099 0.55 -0.64 0.42 -0.460
C -2.942 0.794 -2.498 0.49 -0.12 -0.17 -0.390
C -1.134 1.677 0.754 -0.25 0.57 0.28 -0.385
C 0.092 2.577 0.517 -0.33 -0.50 -0.17 -0.401
H -0.061 -2.115 0.222 -0.11 0.01 0.10 0.179
H 2.905 0.744 0.230 0.18 -0.06 0.17 0.210
H -2.629 2.880 -0.200 -0.08 0.16 0.02 0.198
H 0.906 -2.149 4.456 -0.33 0.13 0.17 0.462
H -0.868 0.625 0.841 0.15 -0.16 -0.12 0.185
H 0.271 -0.705 2.324 -0.08 0.19 -0.10 0.216
H 3.400 -1.200 -0.719 0.29 0.18 -0.14 0.232
H -2.361 -1.181 -1.803 0.16 -0.06 0.05 0.198
H 0.505 -0.456 -0.947 -0.16 0.53 0.10 0.211
H -3.804 -0.543 -1.000 0.02 -0.02 0.18 0.200
H -1.576 2.445 -2.208 0.13 0.04 -0.18 0.205
H -1.541 1.956 1.728 -0.05 -0.10 0.14 0.204
H -0.251 3.482 0.019 0.03 0.21 0.01 0.204
H 2.035 2.700 -0.317 0.02 0.15 -0.07 0.207
H 1.661 0.690 1.443 -0.14 0.07 0.12 0.207
H 0.483 2.866 1.490 0.14 0.14 0.10 0.201
H -2.549 0.645 -3.504 -0.08 0.10 -0.17 0.200
H -3.901 -1.111 -2.647 -0.06 -0.19 -0.01 0.214
H -3.095 1.218 0.042 -0.12 -0.06 0.10 0.200
H 2.546 -0.853 2.998 0.13 0.09 0.02 0.154
H -3.843 1.395 -2.602 -0.17 0.08 0.09 0.198
H 0.971 1.763 -1.311 -0.14 -0.07 -0.15 0.200
H 0.071 -2.432 2.436 -0.06 -0.14 0.00 0.220
H 2.395 -0.852 -2.191 0.32 -0.09 -0.19 0.233
H 2.707 -2.489 2.381 0.10 -0.22 0.10 0.191
H -0.995 0.874 -1.684 0.17 -0.05 -0.06 0.183
```
Positions in Å, forces in eV/Å.

Summary:
- Kohn-Sham gap: 11.06 eV
- SMILES: CCCCCCCC[C@H]1CC(=O)O[C@H]1CCO
- LUMO level: 0.69 eV
- 2S+1: 1